No. 1
{"formula": "C36H30CsN10O5S3", "method": "ωB97M-V/def2-TZVPD", "fmax_ev_per_a": 2.43, "homo_lumo_gap_ev": 5.85, "e_tot_ha": -3528.3494, "lumo_ev": 1.08, "de_lowest_kj_mol": 135.15, "charge": -1, "elements": ["Cs", "N", "C", "S", "N", "N", "C", "C", "C", "C", "C", "C", "C", "C", "C", "C", "C", "C", "N", "H", "H", "H", "H", "H", "H", "H", "H", "H", "H", "H", "O", "N", "O", "C", "C", "C", "C", "C", "C", "N", "C", "C", "N", "C", "C", "C", "C", "H", "H", "H", "H", "H", "H", "H", "C", "N", "C", "C", "N", "C", "S", "H", "H", "H", "H", "H", "H", "H", "H", "O", "C", "N", "S", "O", "O", "C", "C", "C", "C", "C", "C", "H", "H", "H", "H"], "coordinates": [[0.588, -0.637, 0.315], [-1.693, -2.361, 5.616], [-1.441, -1.816, 4.368], [0.118, -1.486, 3.853], [-2.530, -1.666, 3.678], [-2.361, -1.036, 2.493], [-3.448, -0.619, 1.915], [-4.835, -0.495, 2.443], [-5.943, -0.597, 1.543], [-7.229, -0.559, 1.985], [-7.487, -0.351, 3.311], [-6.483, -0.175, 4.220], [-5.128, -0.314, 3.790], [-3.187, 0.038, 0.616], [-3.239, 1.455, 0.597], [-2.976, 2.249, -0.537], [-2.582, 1.542, -1.641], [-2.580, 0.144, -1.582], [-2.860, -0.604, -0.503], [-0.943, -2.853, 6.020], [-2.654, -2.708, 5.694], [-5.818, -0.934, 0.474], [-7.935, -0.795, 1.178], [-8.525, -0.278, 3.648], [-6.751, -0.020, 5.245], [-4.286, -0.261, 4.520], [-3.616, 1.993, 1.492], [-3.024, 3.351, -0.553], [-2.287, 2.063, -2.532], [-2.212, -0.481, -2.359], [6.030, 5.866, 0.243], [6.445, 4.775, -0.118], [7.579, 4.601, -0.586], [5.565, 3.585, 0.112], [6.196, 2.460, 0.367], [5.435, 1.328, 0.821], [6.071, 0.177, 1.289], [5.326, -0.961, 1.537], [3.919, -0.823, 1.569], [3.323, 0.292, 1.327], [4.049, 1.366, 0.872], [3.392, 2.585, 0.511], [2.058, 2.618, 0.643], [1.357, 3.699, 0.316], [2.021, 4.867, -0.005], [3.374, 4.929, 0.056], [4.126, 3.736, 0.204], [7.257, 2.385, 0.396], [7.153, 0.197, 1.307], [5.768, -1.890, 1.860], [3.271, -1.645, 1.848], [0.266, 3.604, 0.228], [1.560, 5.857, -0.158], [3.887, 5.870, -0.128], [0.108, -4.427, -1.978], [-0.319, -4.379, -0.628], [-1.599, -4.663, -0.034], [-1.551, -3.737, 1.174], [-0.123, -3.895, 1.502], [0.554, -4.099, 0.374], [2.248, -3.980, 0.312], [0.310, -5.489, -2.293], [1.046, -3.881, -2.019], [-0.717, -3.972, -2.613], [-1.646, -5.665, 0.314], [-2.381, -4.375, -0.693], [-2.272, -4.095, 1.909], [-1.783, -2.711, 0.928], [0.275, -3.522, 2.328], [2.375, 1.061, -1.666], [1.902, 0.367, -2.580], [1.749, -0.952, -2.545], [0.974, -1.454, -3.892], [-0.420, -1.822, -3.604], [1.695, -2.449, -4.623], [0.923, 0.099, -4.747], [0.476, 0.376, -5.999], [0.409, 1.736, -6.299], [0.702, 2.724, -5.353], [1.236, 2.391, -4.106], [1.330, 1.058, -3.823], [0.224, -0.392, -6.722], [0.044, 1.993, -7.283], [0.587, 3.723, -5.752], [1.561, 3.164, -3.407]], "atomic_forces_ev_per_a": [[-0.22, 0.08, 0.23], [-1.13, 0.67, -0.70], [0.05, -0.73, 0.38], [1.46, 0.16, 0.26], [-1.44, 0.61, -0.32], [-1.31, -0.11, -0.53], [0.79, -0.09, 0.46], [-0.65, -0.52, -0.47], [1.78, -0.99, -0.85], [-0.06, -0.47, -1.62], [-1.85, 0.52, 0.72], [1.74, -0.50, -0.66], [-0.16, 0.55, 1.13], [0.02, 2.28, -0.85], [-1.05, 1.25, 0.65], [-0.01, -0.82, 1.24], [0.02, -0.77, -0.61], [0.46, -0.09, 0.66], [-0.04, 0.12, 0.27], [0.71, -0.61, 0.55], [0.77, 0.02, 0.11], [0.36, 0.78, 1.20], [-0.39, 0.34, 0.90], [0.27, -0.11, -0.04], [0.20, 0.11, 0.44], [-0.93, -0.05, -0.74], [0.47, -0.61, -0.42], [-0.05, -0.72, 0.26], [0.09, -0.10, -0.43], [0.14, -0.01, -1.14], [0.17, -0.46, -0.24], [0.96, 0.04, -0.16], [-1.58, -0.03, 0.50], [-0.36, 2.32, -0.40], [-0.24, -1.70, 1.00], [0.05, 0.23, -0.03], [0.00, -1.31, -0.62], [0.26, 0.78, 0.62], [0.89, -0.56, 0.26], [-0.40, 2.07, -1.02], [-0.13, -1.29, 0.52], [-1.05, 0.64, 0.73], [-1.38, 0.05, -0.52], [0.55, -1.36, -0.14], [-0.37, 2.08, 0.34], [1.53, -0.41, -0.84], [0.15, 0.55, -0.01], [0.63, 0.13, -0.25], [0.10, -0.30, 0.12], [0.15, -0.08, -0.12], [0.14, -0.29, 0.04], [0.47, 0.02, 0.43], [-0.38, -0.86, -0.07], [-0.19, -0.31, 0.12], [-1.15, -1.02, -1.50], [1.39, 0.41, 1.47], [0.19, 1.79, -0.01], [-0.05, -0.97, 0.02], [-1.82, -0.50, -0.18], [1.11, -0.01, -0.11], [-0.50, -0.01, -0.27], [-0.19, 0.85, 0.03], [-0.09, 0.13, -0.40], [1.37, -0.54, 0.53], [-0.26, -1.25, 0.05], [-0.82, -0.13, -0.63], [0.43, 0.18, 0.42], [-0.09, 0.25, -0.14], [0.54, 0.58, 0.77], [-0.01, -0.33, -0.46], [-0.22, 1.48, 0.54], [-0.45, -0.56, -1.04], [-1.25, -0.38, 0.70], [0.92, 0.61, -0.03], [0.60, -0.25, -0.31], [0.29, -0.28, 1.34], [0.05, 0.57, -0.41], [-0.49, -0.24, 0.07], [0.24, -0.43, -1.14], [-0.19, 0.97, -0.24], [0.39, -1.35, -0.03], [-0.05, 0.04, 0.11], [0.06, 0.34, -0.03], [0.11, 0.31, 0.60], [-0.08, -0.33, -0.07]]}

No. 2
{"formula": "C6H10", "method": "ωB97M-V/def2-TZVPD", "fmax_ev_per_a": 5.37, "homo_lumo_gap_ev": [3.99, 6.88], "e_tot_ha": -234.4916, "lumo_ev": [4.42, 4.34], "de_lowest_kj_mol": 123.72, "multiplicity": 2, "charge": -1, "elements": ["C", "C", "C", "C", "C", "C", "H", "H", "H", "H", "H", "H", "H", "H", "H", "H"], "coordinates": [[-1.168, 0.002, -1.268], [-1.012, -0.984, -2.139], [0.993, -0.372, -0.088], [-0.223, 0.301, -0.115], [-0.853, 1.035, 1.044], [1.792, -0.169, 1.198], [-2.069, 0.581, -1.275], [-0.040, -1.498, -2.133], [-1.574, -1.185, -3.079], [1.647, -0.483, -0.976], [-1.923, 0.627, 1.182], [-1.034, 2.021, 0.890], [-0.374, 0.612, 1.939], [2.657, -0.914, 1.184], [1.211, -0.472, 2.141], [1.971, 0.899, 1.493]], "atomic_forces_ev_per_a": [[1.31, 1.82, 3.34], [1.25, -1.98, -2.69], [1.10, 0.87, 1.52], [-2.43, -0.67, -3.55], [-1.36, -5.19, 0.39], [-0.31, -1.45, 1.14], [-0.61, 0.40, 0.00], [-0.48, -0.08, 0.10], [-0.01, 0.46, 0.93], [-0.77, -0.15, 0.29], [1.09, 0.37, -0.25], [0.32, 3.27, 0.17], [0.01, 1.38, 0.16], [-0.47, 1.57, 0.21], [0.51, -0.12, -1.22], [0.86, -0.51, -0.55]]}

No. 3
{"formula": "C3H5FO", "method": "ωB97M-V/def2-TZVPD", "fmax_ev_per_a": 8.17, "homo_lumo_gap_ev": 10.68, "smiles": "OC/C=C\\F", "e_tot_ha": -292.2796, "lumo_ev": 0.70, "de_lowest_kj_mol": 306.44, "elements": ["C", "C", "C", "H", "H", "H", "H", "H", "O", "F"], "coordinates": [[-0.947, -0.325, 0.262], [0.089, 0.901, 0.056], [1.402, 0.637, -0.019], [-2.845, 0.382, 0.365], [-0.966, -0.558, 1.516], [-0.192, -1.129, -0.430], [-0.063, 1.994, -0.204], [2.231, 1.127, -0.084], [-2.275, -0.217, -0.293], [1.863, -0.817, -0.067]], "atomic_forces_ev_per_a": [[2.79, -0.61, 0.24], [0.70, -0.07, -0.46], [-5.17, -6.32, 0.23], [1.98, -1.98, -2.18], [0.12, 0.35, -3.78], [-3.18, 1.60, 2.48], [-0.58, -1.33, 0.86], [4.52, 3.38, -0.54], [-0.08, 1.95, 2.68], [-1.09, 3.05, 0.48]]}

No. 4
{"formula": "C4H11N2OS", "method": "ωB97M-V/def2-TZVPD", "fmax_ev_per_a": 3.82, "homo_lumo_gap_ev": 5.55, "e_tot_ha": -741.4542, "lumo_ev": -8.86, "de_lowest_kj_mol": 740.60, "charge": 1, "elements": ["N", "C", "C", "C", "S", "C", "N", "O", "H", "H", "H", "H", "H", "H", "H", "H", "H", "H", "H"], "coordinates": [[-0.683, -0.858, 0.787], [-0.981, 0.224, -0.154], [0.120, 1.248, -0.020], [1.367, 0.858, -0.879], [1.652, -0.841, -0.640], [-2.326, 0.863, 0.432], [-3.332, -0.145, 0.285], [-2.267, 1.861, 1.061], [0.270, -1.268, 0.667], [-1.409, -1.557, 0.611], [-2.844, -0.134, 1.264], [-1.094, -0.150, -1.168], [-0.271, 2.205, -0.368], [0.341, 1.298, 1.049], [2.189, 1.337, -0.326], [1.393, 1.211, -1.906], [6.112, -3.061, -0.246], [5.989, -3.429, -0.879], [-4.224, 0.340, 0.427]], "atomic_forces_ev_per_a": [[-0.67, 0.04, -1.80], [0.39, 0.99, 1.13], [-1.12, -0.16, -0.02], [1.00, 0.01, 0.57], [-0.05, -0.36, -0.02], [2.13, -0.13, -2.69], [1.26, 1.65, 1.66], [-0.76, 1.22, 0.11], [0.53, 0.03, 0.69], [0.46, -0.62, 0.00], [-2.65, -2.71, 0.52], [-0.58, 0.15, -0.10], [0.50, 0.11, 0.00], [0.30, 0.29, -0.24], [-0.02, 0.16, -0.06], [-0.57, -0.34, -0.11], [-0.01, -0.01, -0.02], [0.00, 0.01, 0.02], [-0.14, -0.32, 0.37]]}

No. 5
{"formula": "C18H32AsF6N3O2PtSSi", "method": "ωB97M-V/def2-TZVPD", "fmax_ev_per_a": 0.18, "homo_lumo_gap_ev": [5.80, 6.04], "e_tot_ha": -4661.6241, "lumo_ev": [-5.96, -5.98], "de_lowest_kj_mol": 218.13, "multiplicity": 2, "charge": 1, "elements": ["Pt", "N", "C", "S", "N", "N", "C", "C", "C", "C", "C", "C", "C", "O", "H", "H", "H", "H", "H", "H", "H", "C", "O", "H", "H", "H", "H", "F", "As", "F", "F", "F", "F", "F", "C", "Si", "C", "C", "C", "C", "C", "C", "C", "C", "H", "H", "H", "H", "H", "H", "H", "H", "H", "H", "H", "H", "H", "H", "H", "H", "H", "H", "H", "H", "H"], "coordinates": [[-0.882, -0.179, 0.094], [-3.884, 0.213, -2.722], [-3.212, 0.141, -1.611], [-2.561, -1.289, -0.953], [-3.117, 1.418, -0.966], [-2.161, 1.482, -0.177], [-1.983, 2.743, 0.404], [-0.876, 3.108, 1.076], [-0.857, 4.488, 1.547], [0.221, 5.017, 2.135], [1.406, 4.210, 2.319], [1.468, 2.924, 1.925], [0.346, 2.278, 1.299], [0.489, 1.074, 0.986], [-3.967, -0.590, -3.329], [-4.110, 1.133, -3.091], [-2.786, 3.447, 0.218], [-1.748, 5.079, 1.381], [0.225, 6.046, 2.464], [2.271, 4.662, 2.788], [2.354, 2.322, 2.065], [-3.878, -0.056, 2.790], [-2.515, 0.360, 2.744], [-4.388, 0.325, 3.676], [-3.971, -1.143, 2.758], [-4.368, 0.357, 1.909], [-2.070, 0.036, 3.533], [-0.858, 1.068, -2.567], [-0.788, 2.585, -3.491], [0.932, 2.474, -3.433], [-0.857, 1.659, -4.939], [-0.761, 4.072, -4.324], [-2.547, 2.607, -3.431], [-0.789, 3.399, -1.937], [-0.232, -3.679, -0.191], [0.504, -2.003, 0.173], [1.729, -1.652, -1.837], [2.219, -0.239, -1.755], [0.663, -1.900, -2.860], [2.760, -2.731, -1.705], [1.735, -2.157, 1.611], [2.292, -3.578, 1.755], [2.881, -1.143, 1.651], [0.802, -1.882, 2.815], [0.519, -4.450, -0.365], [-0.931, -3.668, -1.026], [-0.794, -3.972, 0.703], [1.420, 0.473, -1.557], [2.595, 0.033, -2.751], [3.031, -0.114, -1.041], [-0.117, -1.143, -2.837], [0.241, -2.902, -2.802], [1.152, -1.813, -3.841], [3.426, -2.585, -0.859], [3.388, -2.676, -2.606], [2.329, -3.731, -1.678], [2.908, -3.879, 0.907], [1.501, -4.319, 1.876], [2.921, -3.624, 2.648], [3.659, -1.374, 0.925], [3.349, -1.175, 2.640], [2.536, -0.126, 1.473], [-0.080, -2.531, 2.819], [0.462, -0.845, 2.835], [1.354, -2.082, 3.737]], "atomic_forces_ev_per_a": [[0.14, 0.04, 0.07], [0.04, 0.02, 0.13], [-0.04, -0.01, -0.17], [-0.04, -0.02, -0.10], [0.04, 0.01, 0.08], [-0.06, 0.09, -0.03], [-0.02, -0.10, 0.05], [-0.01, 0.02, 0.06], [0.01, -0.03, -0.03], [0.04, -0.02, 0.01], [-0.02, 0.02, 0.00], [-0.02, 0.01, 0.01], [0.01, 0.01, -0.03], [-0.05, 0.03, 0.03], [0.03, -0.01, 0.02], [0.00, 0.03, 0.01], [-0.01, -0.01, -0.01], [0.00, 0.00, 0.00], [0.00, 0.00, 0.01], [0.00, 0.00, 0.00], [0.00, 0.01, 0.00], [0.00, -0.01, -0.02], [0.03, 0.08, 0.00], [0.00, 0.01, 0.00], [0.01, 0.00, 0.00], [0.00, 0.00, 0.00], [-0.02, 0.00, -0.01], [-0.05, -0.15, -0.10], [0.07, 0.01, 0.01], [0.00, 0.02, -0.01], [0.00, 0.00, 0.00], [0.00, -0.02, 0.02], [-0.05, -0.03, -0.01], [0.01, 0.04, -0.02], [0.02, 0.00, 0.02], [0.04, -0.08, -0.04], [-0.02, 0.03, -0.01], [-0.02, -0.01, 0.03], [0.01, 0.00, -0.01], [0.00, 0.01, -0.03], [-0.01, 0.01, 0.04], [0.00, 0.01, 0.00], [-0.01, -0.03, -0.02], [-0.02, -0.01, -0.01], [-0.01, -0.01, -0.01], [0.01, 0.01, 0.02], [0.00, -0.01, 0.00], [-0.04, 0.00, 0.00], [0.06, -0.03, 0.01], [-0.02, 0.01, 0.03], [-0.05, 0.03, 0.02], [0.00, 0.03, 0.00], [0.00, -0.01, 0.00], [0.02, 0.01, 0.05], [-0.01, -0.01, -0.01], [0.01, 0.00, 0.01], [0.01, 0.01, -0.01], [0.00, 0.00, 0.00], [0.00, 0.00, 0.00], [0.02, -0.01, -0.05], [0.00, 0.00, -0.01], [-0.02, 0.01, 0.00], [0.00, 0.00, 0.01], [0.01, 0.00, -0.01], [0.00, 0.00, 0.00]]}

No. 6
{"formula": "C2H3N3", "method": "ωB97M-V/def2-TZVPD", "fmax_ev_per_a": 4.58, "homo_lumo_gap_ev": 10.87, "smiles": "c1nc[nH]n1", "e_tot_ha": -242.2300, "lumo_ev": 0.78, "de_lowest_kj_mol": 112.07, "elements": ["C", "C", "H", "H", "H", "N", "N", "N"], "coordinates": [[-0.823, -0.774, -0.679], [0.655, -0.071, 0.789], [-1.235, -1.569, -1.377], [1.454, 0.283, 1.549], [0.464, 1.918, 0.251], [0.090, -1.185, 0.303], [0.047, 0.941, 0.111], [-0.651, 0.455, -0.946]], "atomic_forces_ev_per_a": [[3.12, -3.35, 0.13], [-1.63, 0.14, -0.79], [0.17, 1.53, 1.14], [-1.57, -1.69, -1.20], [-1.52, -1.81, -1.28], [0.53, -0.52, 1.71], [2.75, 1.84, 0.23], [-1.85, 3.87, 0.05]]}

No. 7
{"formula": "C3H2O2", "method": "ωB97M-V/def2-TZVPD", "fmax_ev_per_a": 8.38, "homo_lumo_gap_ev": [8.48, 8.48], "e_tot_ha": -265.7703, "lumo_ev": [-0.04, -0.05], "de_lowest_kj_mol": 475.04, "elements": ["C", "C", "C", "O", "O", "H", "H"], "coordinates": [[-0.265, -0.683, 1.099], [-0.885, 0.028, 0.167], [0.383, 0.948, -0.909], [0.874, 1.933, -0.745], [-0.740, -1.528, 0.141], [0.248, -1.039, 2.043], [0.385, 0.341, -1.796]], "atomic_forces_ev_per_a": [[-0.26, -1.84, 0.49], [2.25, 2.85, -0.68], [-4.93, -6.77, 0.38], [2.72, 5.81, 1.63], [0.61, -0.22, 0.36], [-0.58, 1.00, -1.40], [0.19, -0.82, -0.78]]}

No. 8
{"formula": "C5H11N2", "method": "ωB97M-V/def2-TZVPD", "fmax_ev_per_a": 4.49, "homo_lumo_gap_ev": [8.71, 8.72], "smiles": "C=CN(C)[N+](=C)C", "e_tot_ha": -306.2258, "lumo_ev": [-4.75, -4.75], "de_lowest_kj_mol": 413.89, "charge": 1, "elements": ["C", "C", "C", "C", "C", "N", "N", "H", "H", "H", "H", "H", "H", "H", "H", "H", "H", "H"], "coordinates": [[-2.612, -0.401, -0.461], [0.270, -1.853, 0.312], [-1.729, 0.189, 0.414], [0.076, 1.722, 0.073], [2.065, -0.272, -0.231], [-0.311, 0.341, 0.171], [0.628, -0.607, 0.195], [-3.634, -0.349, -0.126], [-2.275, -1.052, -1.207], [-0.699, -1.823, 0.716], [0.926, -2.610, 0.745], [-2.046, 0.629, 1.327], [-0.866, 2.227, 0.063], [0.789, 2.209, 0.799], [0.629, 1.835, -0.918], [2.446, -1.063, 0.343], [2.406, 0.650, 0.158], [2.340, -0.463, -1.306]], "atomic_forces_ev_per_a": [[1.91, 1.52, 3.77], [0.86, 0.99, 2.31], [-0.96, -2.07, -2.28], [2.32, 0.94, -1.68], [-1.10, -1.46, -0.25], [0.01, 0.72, 0.51], [0.04, -0.38, -2.19], [-0.30, -0.20, -0.38], [0.15, -0.43, -1.47], [-1.62, -1.07, -0.15], [0.34, 0.16, -1.14], [-0.31, 0.62, 0.52], [-0.13, 0.82, -0.21], [-0.97, -1.06, 0.01], [-1.04, 0.31, 0.92], [1.78, -0.79, 0.50], [0.04, 0.93, 0.22], [-1.04, 0.46, 1.00]]}